Record 1
Here is one molecule with the formula C2H4N2O2S from the Open Molecules 2025 dataset. Energies are from ωB97M-V with the def2-TZVPD basis set.

XYZ file:
```
11
Properties=species:S:1:pos:R:3:lowdin_charge:R:1
C -2.04032 -0.36453 0.50826 0.011
C -1.29707 -0.33008 -0.60709 -0.346
N 2.31732 0.99739 -0.03552 -0.274
N 2.90852 0.55974 0.84151 0.140
O 0.44509 -1.66831 0.72473 -0.476
O 1.06192 0.58889 -0.54038 -0.383
S 0.29814 -1.06869 -0.57439 0.944
H -2.93085 0.27998 0.62306 0.082
H -1.78747 -1.21954 1.13895 0.063
H -1.27104 0.34430 -1.45562 0.065
H 2.29575 1.88084 -0.62352 0.174
```

Computed properties:
Energy above the lowest of the compared OMol25 structures with the same formula, charge and spin ... 140.83 kcal per mole
E_LUMO ... -0.21 eV
Total charge ... 0
Highest occupied orbital energy ... -9.21 eV



Record 2
Here is one molecule with the formula C11H13NOS from the Open Molecules 2025 dataset. Energies are from ωB97M-V with the def2-TZVPD basis set.

XYZ file:
```
27
Properties=species:S:1:pos:R:3:lowdin_charge:R:1
C -4.29357 0.51317 0.08750 -0.126
C -3.46505 1.23589 -0.69413 -0.139
C -3.78246 -0.56577 0.70560 -0.083
C -2.14908 1.07232 -0.75583 -0.022
C -2.40471 -0.90379 0.67133 -0.025
C -1.60118 -0.07760 -0.10420 -0.276
C 1.02445 0.60747 -0.36881 0.083
C -0.23287 -0.34576 0.02744 -0.196
C 2.30638 0.02787 0.09166 -0.720
C 2.96386 0.58672 1.34779 -0.039
C 3.20117 0.06281 -1.15975 -0.008
N 2.04161 -1.30853 0.45887 -0.221
O 0.60902 -2.50663 -1.16004 -0.473
S 0.49871 -2.02627 0.17298 0.892
H -5.35953 0.94332 0.11000 0.140
H -4.07754 2.11526 -1.14348 0.143
H -4.40962 -1.18555 1.29834 0.094
H -1.52558 1.50803 -1.48222 0.104
H -2.06091 -1.82437 1.24824 0.128
H 0.78988 1.61728 -0.47071 0.080
H 3.73634 -0.05341 1.80417 0.092
H 2.14790 0.61791 2.11669 0.099
H 3.25205 1.61642 1.16443 0.074
H 2.52424 0.13180 -2.04233 0.099
H 3.73741 -0.90296 -1.13420 0.090
H 3.68350 1.00097 -0.93258 0.076
H 2.84559 -1.95663 0.14323 0.135
```

Computed properties:
Energy above the lowest of the compared OMol25 structures with the same formula, charge and spin ... 116.49 kcal per mole
E_LUMO (spin up / spin down) ... -0.46 / -0.45 eV
Total charge ... 0
Highest occupied orbital energy (spin up / spin down) ... -8.09 / -8.09 eV



Record 3
Here is an isolated ion of composition C4H10NO2 and charge -1 from the Open Molecules 2025 dataset. Energies are from ωB97M-V with the def2-TZVPD basis set.

XYZ file:
```
17
Properties=species:S:1:pos:R:3:lowdin_charge:R:1
C -0.31598 0.87896 0.15684 -0.250
C 0.92287 -0.06874 0.15464 -0.371
C 2.29084 0.63654 0.00400 -0.097
O 0.88647 -1.23868 -0.86582 -0.195
N -1.52653 0.44776 -0.49740 -0.107
C -2.16114 -0.71713 0.21480 -0.500
O -1.51242 -1.91002 0.09162 -0.341
H 0.09888 1.71333 -0.28239 0.056
H -0.61627 1.16393 1.23860 0.128
H 1.00612 -0.63643 1.12703 0.124
H 2.50214 1.27619 0.86964 0.068
H 3.03000 -0.19216 -0.10215 0.075
H 2.34913 1.13418 -0.94053 0.049
H -0.09427 -1.64430 -0.71131 0.056
H -1.46186 0.29881 -1.57235 0.135
H -3.16891 -0.82886 -0.22334 0.067
H -2.22907 -0.31338 1.33813 0.103
```

Computed properties:
Energy above the lowest of the compared OMol25 structures with the same formula, charge and spin ... 70.35 kcal per mole
E_LUMO ... 4.08 eV
Total charge ... -1
SMILES string ... C[C@H](O)CNC[O-]
Highest occupied orbital energy ... -3.14 eV



Record 4
Here is an isolated ion of composition C2HO4S and charge -1 from the Open Molecules 2025 dataset. Energies are from ωB97M-V with the def2-TZVPD basis set.

XYZ file:
```
8
Properties=species:S:1:pos:R:3:lowdin_spin:R:1
C -0.00916 0.82387 0.69485 0.503
C 1.06015 1.06195 -0.02333 0.606
O 2.13811 1.40483 -0.38076 0.463
O 0.07054 -0.82888 -1.48463 0.040
O -0.92754 -2.65465 -0.16618 0.004
O -0.99118 -0.10439 0.67248 0.295
S -1.10938 -1.31231 -0.73019 0.022
H -0.23156 1.60959 1.41775 0.067
```

Computed properties:
Energy above the lowest of the compared OMol25 structures with the same formula, charge and spin ... 13.95 kcal per mole
E_LUMO (spin up / spin down) ... 3.95 / 3.11 eV
Total charge ... -1
Spin multiplicity ... 3
Highest occupied orbital energy (spin up / spin down) ... -1.38 / -4.96 eV



Record 5
Here is a 2-piece molecular cluster, C6H15N2 overall from the Open Molecules 2025 dataset. Energies are from ωB97M-V with the def2-TZVPD basis set.

XYZ file:
```
23
Properties=species:S:1:pos:R:3:lowdin_charge:R:1
C 2.25948 -1.94910 -0.14404 -0.001
N 2.23291 -0.68233 0.67289 0.026
C 1.12766 -0.13987 1.13373 -0.145
N 1.02199 1.01586 1.81224 0.202
H 2.92192 -2.62838 0.39584 0.095
H 2.68027 -1.74575 -1.14959 0.108
H 1.23776 -2.37016 -0.19602 0.101
H 3.16141 -0.25731 0.86627 0.182
H 0.20783 -0.71904 0.96264 0.113
H 1.85412 1.58594 1.93310 0.138
H 0.14240 1.48268 1.85630 0.116
C -2.06873 -0.70588 0.31358 -0.120
C -1.44794 -0.11954 -0.98159 -0.273
C -1.78990 1.34370 -1.14233 -0.182
C -0.85471 2.31433 -1.38748 0.004
H -3.16359 -0.77277 0.16601 0.091
H -1.69805 -1.71603 0.57352 0.075
H -1.90465 -0.06873 1.20002 0.068
H -1.80666 -0.65739 -1.88371 0.125
H -0.36025 -0.23819 -0.94428 0.064
H -2.82502 1.64504 -1.00032 0.103
H -1.09516 3.38236 -1.42803 0.058
H 0.16693 2.00057 -1.62875 0.052
```

Computed properties:
Energy above the lowest of the compared OMol25 structures with the same formula, charge and spin ... 35.66 kcal per mole
E_LUMO ... -3.49 eV
Total charge ... +1
Highest occupied orbital energy ... -12.74 eV



Record 6
Here is a 2-piece molecular cluster, C3H4NO2S overall from the Open Molecules 2025 dataset. Energies are from ωB97M-V with the def2-TZVPD basis set.

XYZ file:
```
11
Properties=species:S:1:pos:R:3:lowdin_charge:R:1
C -1.12294 1.95147 0.80286 -0.416
C -0.39739 -1.80382 -0.07404 -0.071
C 0.78711 -1.26475 -0.19543 -0.082
N -1.64902 1.67139 1.78888 0.020
O -0.17012 1.72424 -1.66789 -0.576
O 1.27411 1.67505 0.45624 -0.567
S 0.22581 2.33971 -0.36725 0.580
H -0.79530 -2.38394 -0.84688 0.023
H -0.93057 -1.71176 0.77430 0.005
H 1.40392 -0.90140 0.52352 -0.003
H 1.37439 -1.29620 -1.19431 0.088
```

Computed properties:
Energy above the lowest of the compared OMol25 structures with the same formula, charge and spin ... 46.65 kcal per mole
E_LUMO ... 3.96 eV
Total charge ... -1
Highest occupied orbital energy ... -4.12 eV



Going through the records in order, we get largest force on an atom values of 4.65; 9.47; 3.55; 3.06; 2.43; 4.44 eV/A.
Going through the records in order, we get total energy values of -736.58048; -954.96600; -363.61231; -775.88896; -346.85575; -720.11262 hartree.